{"formula": "CH3I2N2", "method": "ωB97M-V/def2-TZVPD", "elements": ["C", "N", "N", "I", "I", "H", "H", "H"], "xyz": [[0.87, -0.58, 0.19], [1.47, 0.53, 0.40], [0.73, -1.73, -0.02], [-4.52, 1.35, -0.43], [-1.78, 0.88, -0.73], [1.34, 1.04, 1.26], [2.03, 0.82, -0.35], [-0.15, -2.29, -0.31]], "total_energy_ev": -20258.8577, "charge": 1, "e_homo_ev": -12.89}

{"formula": "C19H16N4O3", "method": "ωB97M-V/def2-TZVPD", "elements": ["C", "C", "C", "C", "C", "C", "C", "C", "C", "C", "C", "O", "O", "C", "C", "C", "O", "C", "C", "N", "N", "N", "N", "C", "C", "C", "H", "H", "H", "H", "H", "H", "H", "H", "H", "H", "H", "H", "H", "H", "H", "H"], "xyz": [[1.38, -0.70, 2.54], [0.24, -0.98, 1.60], [-0.18, -2.23, 1.29], [0.40, -3.51, 1.82], [1.44, -4.10, 0.90], [1.54, -5.48, 0.78], [2.50, -6.05, -0.03], [3.38, -5.25, -0.74], [3.28, -3.87, -0.64], [2.32, -3.30, 0.18], [-1.26, -2.45, 0.33], [-1.69, -3.53, 0.02], [-1.84, -1.35, -0.24], [-1.46, -0.10, 0.08], [-2.14, 0.94, -0.54], [-1.81, 2.26, -0.25], [-2.55, 3.20, -0.90], [-2.22, 4.56, -0.73], [-0.85, 4.91, -1.20], [-0.18, 4.25, -2.16], [0.94, 4.85, -2.31], [0.96, 5.85, -1.46], [-0.14, 5.93, -0.74], [-0.81, 2.53, 0.68], [-0.13, 1.49, 1.28], [-0.43, 0.15, 1.00], [1.89, -1.61, 2.83], [2.10, -0.04, 2.06], [1.00, -0.20, 3.44], [-0.42, -4.22, 1.92], [0.84, -3.36, 2.81], [0.86, -6.11, 1.33], [2.57, -7.13, -0.12], [4.12, -5.69, -1.39], [3.95, -3.24, -1.19], [2.26, -2.23, 0.25], [-2.92, 0.73, -1.25], [-2.96, 5.10, -1.33], [-2.33, 4.88, 0.32], [1.72, 6.50, -1.37], [-0.54, 3.54, 0.94], [0.64, 1.73, 1.99]], "total_energy_ev": -32064.7466, "smiles": "Cc1c(Cc2ccccc2)c(=O)oc2cc(OCc3nn[nH]n3)ccc12", "charge": 0, "e_homo_ev": -8.37}

{"formula": "C12H16N2O2", "method": "ωB97M-V/def2-TZVPD", "elements": ["O", "C", "C", "C", "C", "C", "C", "N", "N", "C", "C", "C", "C", "C", "C", "O", "H", "H", "H", "H", "H", "H", "H", "H", "H", "H", "H", "H", "H", "H", "H", "H"], "xyz": [[1.55, -1.42, -4.45], [1.97, -1.49, -3.15], [3.04, -2.29, -2.80], [3.45, -2.36, -1.48], [2.80, -1.62, -0.51], [1.71, -0.80, -0.84], [1.05, -0.04, 0.20], [0.06, 0.72, -0.07], [-0.58, 1.53, 0.78], [-1.91, 1.90, 0.35], [-2.95, 0.89, 0.84], [-2.86, 0.77, 2.36], [-1.44, 0.40, 2.78], [-0.46, 1.43, 2.22], [1.30, -0.74, -2.17], [0.26, 0.03, -2.59], [0.81, -0.80, -4.47], [3.53, -2.86, -3.57], [4.28, -2.99, -1.21], [3.12, -1.67, 0.52], [1.47, -0.16, 1.21], [-2.13, 2.89, 0.75], [-1.91, 1.95, -0.74], [-2.75, -0.08, 0.38], [-3.94, 1.21, 0.54], [-3.14, 1.72, 2.82], [-3.57, 0.01, 2.71], [-1.19, -0.59, 2.38], [-1.36, 0.36, 3.87], [-0.69, 2.42, 2.63], [0.57, 1.19, 2.49], [-0.08, 0.49, -1.79]], "total_energy_ev": -19778.2742, "smiles": "Oc1cccc(/C=N/N2CCCCC2)c1O", "charge": 0, "e_homo_ev": -7.72}

{"formula": "C4H8ClO2Y", "method": "ωB97M-V/def2-TZVPD", "elements": ["Y", "Cl", "O", "C", "O", "C", "C", "C", "H", "H", "H", "H", "H", "H", "H", "H"], "xyz": [[1.58, -2.72, -1.67], [0.60, -1.29, -3.59], [0.36, -1.30, -0.25], [-0.52, -0.77, 0.49], [-0.82, 0.46, 0.41], [-0.14, 1.33, -0.56], [1.11, 1.91, 0.05], [-1.29, -1.54, 1.49], [-0.83, 2.15, -0.76], [0.04, 0.82, -1.50], [1.76, 2.36, -0.70], [1.73, 1.15, 0.54], [0.86, 2.68, 0.77], [-2.07, -0.94, 1.95], [-0.63, -1.88, 2.30], [-1.73, -2.42, 1.03]], "total_energy_ev": -21921.6043, "charge": 2, "e_homo_ev": -18.78}

{"formula": "C18H54O9S8", "method": "ωB97M-V/def2-TZVPD", "elements": ["C", "C", "O", "H", "H", "H", "H", "H", "H", "C", "S", "O", "C", "H", "H", "H", "H", "H", "H", "C", "S", "O", "C", "H", "H", "H", "H", "H", "H", "C", "S", "O", "C", "H", "H", "H", "H", "H", "H", "C", "S", "O", "C", "H", "H", "H", "H", "H", "H", "C", "S", "O", "C", "H", "H", "H", "H", "H", "H", "C", "S", "O", "C", "H", "H", "H", "H", "H", "H", "C", "S", "O", "C", "H", "H", "H", "H", "H", "H", "C", "S", "O", "C", "H", "H", "H", "H", "H", "H"], "xyz": [[3.65, 2.52, 3.40], [3.12, 1.41, 2.53], [2.64, 1.87, 1.33], [4.43, 3.25, 2.78], [4.29, 2.25, 4.13], [2.73, 3.24, 3.70], [2.49, 0.82, 2.98], [4.04, 0.78, 2.10], [2.79, 1.13, 0.69], [0.16, -0.49, -0.42], [1.40, -1.43, 0.32], [2.70, -0.62, 0.13], [0.87, -1.10, 1.97], [0.02, 0.48, -0.10], [-0.78, -0.97, -0.18], [0.16, -0.38, -1.44], [1.56, -1.52, 2.84], [-0.03, -1.54, 1.98], [0.62, -0.05, 1.87], [4.95, -1.83, -2.14], [5.48, -0.51, -1.13], [6.82, -1.03, -0.49], [5.95, 0.74, -2.33], [5.02, -2.74, -1.66], [5.53, -1.93, -3.11], [3.82, -1.82, -2.21], [5.92, 1.66, -1.82], [5.25, 0.81, -3.10], [7.01, 0.45, -2.39], [-1.33, -3.26, 4.24], [-2.47, -4.24, 5.17], [-3.98, -3.81, 4.93], [-2.41, -5.66, 4.22], [-0.19, -3.54, 4.57], [-1.58, -2.22, 4.23], [-1.37, -3.14, 3.22], [-1.44, -6.21, 4.28], [-2.23, -5.44, 3.15], [-3.25, -6.40, 4.50], [-3.92, 1.09, 4.31], [-2.71, 1.23, 3.10], [-1.46, 0.82, 3.89], [-3.11, -0.16, 2.10], [-3.76, 1.86, 5.00], [-4.03, 0.17, 4.69], [-4.95, 1.11, 3.70], [-4.15, -0.20, 2.03], [-2.75, -0.89, 2.70], [-2.56, -0.19, 1.16], [-4.45, 3.10, -2.58], [-3.50, 2.80, -1.14], [-4.48, 2.63, 0.01], [-2.95, 1.14, -1.59], [-5.33, 2.50, -2.58], [-3.86, 2.78, -3.44], [-4.95, 4.04, -2.51], [-3.81, 0.42, -1.48], [-2.12, 0.84, -0.88], [-2.49, 1.14, -2.60], [-0.47, 4.46, 2.81], [-0.06, 3.73, 1.16], [-1.03, 2.64, 0.92], [-0.62, 5.10, 0.20], [-0.66, 3.87, 3.60], [-1.40, 4.87, 2.73], [-0.11, 5.27, 3.01], [0.04, 5.96, 0.12], [-1.44, 5.54, 0.64], [-0.80, 4.74, -0.83], [2.08, 0.29, -6.33], [0.70, -0.18, -5.47], [0.80, -1.70, -5.40], [1.34, 0.43, -3.90], [2.07, -0.20, -7.23], [3.05, 0.21, -5.97], [1.97, 1.33, -6.68], [0.47, 0.36, -3.16], [1.52, 1.34, -4.10], [2.15, -0.32, -3.48], [-1.91, -2.38, -2.46], [-0.16, -2.81, -2.65], [0.08, -3.37, -1.26], [-0.35, -4.40, -3.64], [-2.40, -1.75, -3.18], [-1.87, -1.71, -1.77], [-2.57, -3.22, -2.45], [-0.56, -4.04, -4.63], [-1.37, -4.91, -3.59], [0.52, -4.92, -3.66]], "total_energy_ev": -124634.1419, "charge": 0, "e_homo_ev": -8.17}

{"formula": "C26H26CuN8O6", "method": "ωB97M-V/def2-TZVPD", "elements": ["Cu", "O", "C", "C", "C", "C", "C", "C", "C", "O", "N", "N", "C", "C", "C", "C", "C", "C", "N", "H", "H", "H", "H", "H", "H", "H", "H", "H", "H", "C", "N", "C", "N", "C", "N", "C", "N", "C", "C", "H", "H", "H", "H", "H", "H", "H", "H", "H", "H", "H", "H", "O", "C", "O", "C", "C", "C", "C", "C", "C", "N", "O", "O", "H", "H", "H", "H"], "xyz": [[0.61, -0.57, 1.17], [3.63, -3.65, -0.09], [2.78, -4.41, -0.81], [3.32, -5.38, -1.66], [2.49, -6.19, -2.41], [1.11, -6.06, -2.32], [0.57, -5.10, -1.48], [1.39, -4.26, -0.72], [0.81, -3.19, 0.14], [1.63, -2.41, 0.74], [-0.51, -3.11, 0.21], [-0.83, -1.94, 0.83], [-1.91, -1.85, 1.51], [-2.13, -0.57, 2.20], [-3.38, -0.18, 2.67], [-3.50, 1.04, 3.31], [-2.37, 1.85, 3.45], [-1.17, 1.38, 2.94], [-1.04, 0.19, 2.36], [3.04, -3.04, 0.44], [4.40, -5.47, -1.71], [2.92, -6.94, -3.06], [0.46, -6.69, -2.91], [-0.50, -4.96, -1.40], [-2.61, -2.68, 1.60], [-4.24, -0.81, 2.52], [-4.46, 1.37, 3.69], [-2.42, 2.81, 3.93], [-0.27, 1.98, 2.98], [2.12, -0.51, -1.97], [2.67, -0.26, -3.31], [2.04, -1.21, -4.23], [0.58, -1.09, -4.26], [0.09, -1.32, -2.89], [0.66, -0.37, -1.94], [0.32, 0.98, -2.36], [0.82, 1.28, -3.72], [2.27, 1.10, -3.71], [0.25, 0.29, -4.63], [2.56, 0.19, -1.26], [2.39, -1.52, -1.66], [2.31, -2.22, -3.93], [2.43, -1.03, -5.24], [0.34, -2.34, -2.59], [-1.00, -1.21, -2.89], [0.73, 1.70, -1.65], [-0.77, 1.09, -2.36], [2.71, 1.81, -3.01], [2.66, 1.30, -4.71], [0.63, 0.49, -5.64], [-0.84, 0.40, -4.64], [0.83, 2.64, 0.51], [1.87, 2.04, 0.82], [2.02, 0.81, 1.04], [3.15, 2.86, 0.90], [3.14, 4.18, 0.46], [4.28, 4.96, 0.51], [5.46, 4.43, 1.01], [5.44, 3.12, 1.45], [4.32, 2.32, 1.40], [6.70, 2.55, 2.00], [6.66, 1.43, 2.46], [7.72, 3.21, 1.88], [2.20, 4.57, 0.09], [4.26, 5.99, 0.17], [6.37, 5.00, 1.07], [4.34, 1.29, 1.73]], "total_energy_ev": -96230.0633, "charge": -1, "e_homo_ev": -4.17}

{"formula": "C11H11N", "method": "ωB97M-V/def2-TZVPD", "elements": ["C", "C", "C", "C", "C", "C", "C", "C", "C", "C", "C", "H", "H", "H", "H", "H", "H", "H", "H", "H", "H", "H", "N"], "xyz": [[-3.72, -1.01, -0.02], [-2.38, -0.48, -0.16], [-2.48, 0.89, 0.05], [-1.23, 1.74, -0.07], [-0.02, 1.02, -0.05], [1.34, 1.56, 0.06], [2.42, 0.97, 0.12], [2.32, -0.45, 0.05], [3.61, -1.16, -0.12], [0.08, -0.44, -0.02], [-1.14, -1.21, -0.01], [-3.92, -2.14, -0.46], [-4.60, -0.35, -0.64], [-3.76, -0.80, 1.38], [-3.46, 1.40, 0.19], [-1.23, 2.91, -0.34], [1.39, 2.63, 0.14], [3.58, 1.35, -0.26], [4.00, -0.16, -0.98], [3.65, -2.35, -0.73], [4.13, -0.89, 0.86], [-1.17, -2.39, 0.30], [1.22, -1.11, 0.22]], "total_energy_ev": -13068.4525, "charge": 0, "e_homo_ev": -8.25}

{"formula": "C31H46BrI2NO2SbSe4Si2TeW", "method": "ωB97M-V/def2-TZVPD", "elements": ["W", "I", "C", "C", "C", "I", "C", "C", "C", "C", "N", "C", "C", "O", "H", "H", "H", "H", "C", "C", "C", "C", "C", "C", "C", "Br", "C", "O", "C", "C", "C", "C", "C", "C", "H", "H", "H", "H", "H", "H", "H", "H", "H", "H", "H", "H", "H", "H", "H", "H", "H", "H", "H", "H", "Se", "Sb", "Se", "Se", "Se", "C", "Si", "C", "C", "C", "Te", "C", "Si", "C", "C", "C", "H", "H", "H", "H", "H", "H", "H", "H", "H", "H", "H", "H", "H", "H", "H", "H", "H", "H", "H", "H", "H", "H"], "xyz": [[-0.75, 1.42, -1.25], [-3.87, -2.30, -2.43], [-2.72, -1.18, -3.73], [-2.95, -1.22, -5.12], [-2.22, -0.48, -6.01], [-2.60, -0.66, -8.05], [-1.24, 0.44, -5.53], [-0.44, 1.32, -6.29], [0.42, 2.16, -5.64], [0.46, 2.18, -4.24], [-0.27, 1.38, -3.49], [-1.06, 0.49, -4.15], [-1.73, -0.36, -3.27], [-1.26, -0.26, -2.01], [-3.73, -1.88, -5.49], [-0.52, 1.33, -7.37], [1.05, 2.85, -6.18], [1.11, 2.88, -3.74], [-1.77, 1.75, 6.67], [-2.92, 1.20, 5.81], [-4.09, 2.19, 5.82], [-3.39, -0.12, 6.41], [-2.42, 1.03, 4.38], [-2.01, 2.15, 3.65], [-1.58, 2.01, 2.36], [-0.97, 3.50, 1.40], [-1.52, 0.76, 1.73], [-1.14, 0.74, 0.40], [-1.87, -0.39, 2.43], [-2.32, -0.19, 3.75], [-1.88, -1.83, 1.92], [-1.06, -2.06, 0.66], [-1.30, -2.77, 2.99], [-3.34, -2.23, 1.64], [-2.11, 1.88, 7.70], [-1.42, 2.72, 6.31], [-0.93, 1.06, 6.68], [-4.48, 2.29, 6.84], [-4.90, 1.84, 5.18], [-3.79, 3.18, 5.48], [-3.77, 0.05, 7.42], [-2.58, -0.85, 6.49], [-4.20, -0.57, 5.83], [-2.03, 3.14, 4.09], [-2.63, -1.07, 4.30], [-0.01, -1.79, 0.82], [-1.45, -1.52, -0.19], [-1.09, -3.13, 0.41], [-0.33, -2.41, 3.35], [-1.15, -3.76, 2.57], [-1.96, -2.89, 3.85], [-3.76, -1.59, 0.86], [-3.95, -2.13, 2.53], [-3.39, -3.26, 1.30], [3.24, 4.41, -4.39], [2.49, 4.98, -2.26], [-2.58, 2.56, -1.81], [0.92, 3.33, -1.26], [2.86, 6.57, -0.62], [2.19, -3.93, -0.98], [1.57, -3.26, -2.62], [2.50, -4.01, -4.04], [-0.26, -3.57, -2.79], [1.91, -1.39, -2.72], [1.88, -0.27, -0.90], [3.55, 0.96, -1.34], [4.37, 1.67, 0.22], [5.57, 3.01, -0.32], [5.29, 0.26, 1.03], [3.09, 2.34, 1.42], [1.97, -5.00, -0.92], [1.70, -3.45, -0.13], [3.27, -3.81, -0.87], [2.31, -5.09, -4.12], [3.58, -3.88, -3.93], [2.21, -3.56, -4.99], [-0.48, -4.63, -2.65], [-0.63, -3.29, -3.77], [-0.83, -3.02, -2.04], [1.25, -0.90, -3.44], [2.93, -1.26, -3.08], [3.23, 1.73, -2.05], [4.27, 0.31, -1.84], [5.23, 3.54, -1.21], [6.54, 2.58, -0.56], [5.72, 3.75, 0.47], [6.01, -0.19, 0.34], [4.62, -0.53, 1.37], [5.84, 0.62, 1.90], [2.85, 3.39, 1.23], [3.48, 2.27, 2.44], [2.15, 1.78, 1.41]], "total_energy_ev": -417517.6955, "charge": 1, "e_homo_ev": -10.70}

{"formula": "C6H14N2O2", "method": "ωB97M-V/def2-TZVPD", "elements": ["C", "N", "C", "C", "O", "H", "H", "H", "H", "H", "H", "H", "C", "N", "C", "C", "O", "H", "H", "H", "H", "H", "H", "H"], "xyz": [[1.25, -3.05, -1.23], [-0.09, -2.71, -0.76], [-0.71, -1.62, -1.41], [-2.05, -1.23, -0.83], [-0.25, -1.12, -2.48], [1.91, -2.14, -1.22], [1.63, -3.77, -0.56], [0.99, -3.33, -2.32], [-0.22, -2.73, 0.23], [-2.15, -0.87, 0.11], [-2.37, -0.34, -1.30], [-2.61, -2.13, -0.83], [-1.25, 2.38, 0.16], [0.10, 2.55, 0.52], [0.79, 1.52, 1.16], [2.04, 1.96, 1.92], [0.38, 0.41, 1.10], [-1.61, 3.41, 0.01], [-1.37, 1.55, -0.58], [-1.89, 1.78, 0.92], [0.24, 3.51, 0.96], [2.73, 1.00, 2.27], [2.69, 2.59, 1.27], [1.82, 2.39, 2.89]], "total_energy_ev": -13523.2310, "smiles": "CNC(C)=O.CNC(C)=O", "charge": 0, "e_homo_ev": -9.27}

{"formula": "C17H24N5O3RbS3Se", "method": "ωB97M-V/def2-TZVPD", "elements": ["Rb", "C", "C", "C", "C", "C", "C", "C", "C", "C", "H", "H", "H", "H", "H", "H", "H", "H", "H", "H", "H", "H", "N", "N", "C", "N", "S", "H", "H", "H", "H", "H", "Se", "N", "C", "C", "C", "C", "C", "C", "N", "H", "H", "H", "H", "C", "H", "H", "H", "O", "S", "O", "O", "S"], "xyz": [[-2.18, 0.49, -0.58], [1.46, -3.11, -0.74], [0.66, -2.84, 0.50], [1.24, -2.24, 1.61], [0.50, -1.99, 2.76], [1.12, -1.29, 3.94], [-0.84, -2.34, 2.79], [-1.45, -2.95, 1.70], [-2.93, -3.23, 1.73], [-0.69, -3.20, 0.56], [1.77, -4.16, -0.80], [2.37, -2.50, -0.76], [0.89, -2.89, -1.64], [2.28, -1.93, 1.56], [1.73, -0.45, 3.61], [1.77, -1.97, 4.50], [0.35, -0.92, 4.61], [-1.45, -2.06, 3.65], [-3.23, -3.62, 2.70], [-3.21, -3.94, 0.96], [-3.48, -2.30, 1.59], [-1.16, -3.67, -0.30], [1.85, 1.29, 1.55], [0.65, 1.97, 1.84], [0.54, 3.29, 1.76], [-0.65, 3.80, 2.12], [1.83, 4.29, 1.27], [2.55, 2.03, 1.43], [1.74, 0.85, 0.64], [-0.18, 1.38, 2.07], [-1.50, 3.23, 2.27], [-0.76, 4.79, 1.99], [-0.62, -0.66, -3.83], [0.14, 0.24, -2.52], [1.19, 0.87, -3.04], [2.04, 1.77, -2.32], [3.06, 2.37, -2.97], [3.31, 2.13, -4.36], [2.52, 1.29, -5.08], [1.43, 0.63, -4.44], [0.59, -0.22, -5.03], [1.83, 1.98, -1.27], [3.70, 3.07, -2.44], [4.14, 2.63, -4.83], [2.69, 1.11, -6.14], [-3.05, 1.15, -3.55], [-2.51, 2.10, -3.64], [-4.12, 1.40, -3.49], [-2.94, 0.67, -4.54], [-3.91, 0.03, 1.52], [-3.01, 0.76, 2.43], [-1.60, 0.43, 2.04], [-3.19, 2.23, 2.26], [-3.29, 0.22, 4.33]], "total_energy_ev": -130119.9539, "charge": -2, "e_homo_ev": [-1.29, -1.29]}